Record 1
{"formula": "C26H33N2O5", "method": "wB97M-V/def2-TZVPD", "elements": ["C", "C", "O", "C", "O", "C", "C", "C", "C", "C", "C", "C", "C", "C", "N", "C", "C", "C", "O", "N", "C", "C", "O", "O", "C", "C", "C", "C", "C", "C", "C", "C", "C", "H", "H", "H", "H", "H", "H", "H", "H", "H", "H", "H", "H", "H", "H", "H", "H", "H", "H", "H", "H", "H", "H", "H", "H", "H", "H", "H", "H", "H", "H", "H", "H", "H"], "xyz": [[0.2736, 4.2274, -0.9064], [-0.0523, 3.8105, 0.5174], [-1.1008, 2.8239, 0.4904], [-0.8225, 1.5997, 0.8393], [0.2065, 1.1816, 1.3136], [-2.0450, 0.6837, 0.6808], [-2.9192, 0.8922, 1.9273], [-3.9920, -0.1896, 2.1389], [-4.6475, -0.6533, 0.8639], [-5.2772, 0.2516, 0.0162], [-5.8778, -0.1811, -1.1522], [-5.8644, -1.5257, -1.4875], [-5.2481, -2.4368, -0.6474], [-4.6360, -2.0011, 0.5179], [-1.5794, -0.7184, 0.5973], [-0.9545, -1.1649, -0.6869], [-1.9734, -1.2092, -1.8162], [0.1753, -0.1771, -1.0633], [-0.1416, 0.8740, -1.5896], [1.4497, -0.5124, -0.7988], [1.8939, -1.7040, -0.1074], [1.6599, -1.6775, 1.4034], [0.5734, -1.5762, 1.9318], [2.7757, -1.8326, 2.0682], [2.4924, 0.4603, -1.1501], [3.6043, -0.1810, -2.0005], [4.7077, -0.4561, -1.0170], [5.8343, -1.2373, -1.1796], [6.7308, -1.3391, -0.1248], [6.5010, -0.6684, 1.0648], [5.3697, 0.1193, 1.2269], [4.4765, 0.2188, 0.1801], [3.2001, 1.0045, 0.1052], [0.5160, 3.3499, -1.5003], [-0.5800, 4.7237, -1.3588], [1.1186, 4.9088, -0.9029], [0.8192, 3.3800, 1.0181], [-0.4381, 4.6495, 1.1007], [-2.5937, 0.9437, -0.2256], [-2.2821, 0.9259, 2.8139], [-3.3869, 1.8710, 1.8237], [-3.5626, -1.0464, 2.6647], [-4.7551, 0.2275, 2.7993], [-5.3118, 1.2974, 0.2818], [-6.3684, 0.5305, -1.7977], [-6.3427, -1.8631, -2.3932], [-5.2469, -3.4880, -0.8929], [-4.1829, -2.7272, 1.1823], [-0.8358, -0.8733, 1.3324], [-2.3951, -1.3193, 0.7824], [-0.5712, -2.1690, -0.4959], [-1.5429, -1.7299, -2.6672], [-2.8764, -1.7333, -1.5132], [-2.2279, -0.2051, -2.1448], [2.9706, -1.8033, -0.2567], [1.4105, -2.6015, -0.5086], [2.6510, -1.8293, 3.0335], [1.9738, 1.2478, -1.6964], [3.2619, -1.0707, -2.5305], [3.9482, 0.5337, -2.7509], [6.0162, -1.7568, -2.1083], [7.6164, -1.9454, -0.2351], [7.2101, -0.7564, 1.8734], [5.1950, 0.6466, 2.1526], [2.5742, 0.9112, 0.9926], [3.4255, 2.0648, -0.0282]], "forces_ev_per_angstrom": [[-0.22, -0.22, 0.28], [0.59, 0.38, -0.04], [-0.50, 0.19, -0.13], [-0.22, -0.67, 0.07], [-0.01, 0.16, 0.10], [0.02, 0.92, 0.05], [-0.06, -0.22, -0.01], [-0.06, 0.16, 0.00], [-0.03, -0.16, 0.12], [0.03, -0.07, -0.03], [0.00, 0.08, -0.01], [0.01, -0.13, -0.01], [-0.04, -0.05, -0.07], [-0.14, 0.06, 0.04], [0.26, -0.05, 0.52], [0.11, 0.00, -0.64], [0.01, 0.09, 0.10], [-0.20, -0.47, 0.12], [-0.25, 0.15, -0.17], [0.24, -0.03, -0.07], [0.03, -0.26, 0.16], [-0.49, -0.05, -0.26], [0.08, -0.12, 0.14], [0.77, -0.10, 0.33], [-0.03, 0.36, -0.20], [0.07, 0.05, -0.06], [0.01, 0.15, 0.17], [0.04, -0.01, 0.05], [0.05, -0.10, -0.12], [0.00, 0.07, 0.15], [0.08, -0.02, -0.04], [0.08, -0.10, -0.25], [0.01, 0.06, 0.09], [0.07, -0.04, -0.06], [-0.05, 0.07, -0.09], [0.09, 0.11, 0.00], [-0.18, 0.10, -0.02], [0.04, -0.17, -0.01], [0.10, -0.14, 0.08], [0.01, 0.08, 0.00], [0.08, 0.02, -0.02], [-0.04, -0.01, 0.01], [0.07, -0.08, 0.09], [-0.01, 0.17, 0.02], [-0.05, 0.08, -0.07], [-0.05, -0.03, -0.10], [-0.01, -0.10, -0.03], [0.04, -0.05, 0.11], [-0.34, -0.07, -0.26], [0.29, 0.06, -0.10], [-0.08, 0.15, 0.14], [0.06, -0.05, -0.06], [-0.03, -0.06, 0.02], [-0.03, 0.03, 0.01], [-0.25, -0.10, -0.09], [0.11, 0.08, 0.14], [-0.28, 0.00, -0.19], [0.14, -0.16, 0.12], [-0.04, 0.00, -0.06], [-0.05, -0.01, -0.07], [0.04, -0.08, -0.10], [0.09, -0.06, 0.00], [0.08, -0.02, 0.08], [-0.01, 0.05, 0.14], [-0.01, 0.11, 0.00], [-0.07, 0.06, 0.03]], "mulliken_charge": [-1.069, -0.220, -0.310, -0.492, -0.549, 0.944, -1.258, -1.074, 0.702, -0.477, -0.732, -0.461, -0.754, -0.222, -0.042, 0.151, -1.466, 0.076, -0.656, -0.030, -0.835, 0.624, -0.689, -0.376, -0.043, -1.227, 0.313, -0.974, -0.601, -0.663, -0.736, 1.336, -1.037, 0.216, 0.347, 0.379, 0.276, 0.379, 0.458, 0.441, 0.517, 0.358, 0.427, 0.455, 0.433, 0.430, 0.409, 0.398, 0.794, 0.174, 0.694, 0.554, 0.251, 0.287, 0.385, 0.580, 0.411, 0.594, 0.298, 0.352, 0.477, 0.417, 0.423, 0.502, 0.239, 0.494], "homo_ev": -11.2, "de_lowest_kcal_mol": 4.5, "homo_lumo_gap_ev": 9.101, "max_force_ev_per_a": 0.918, "charge": 1}

Record 2
{"formula": "C26H33O4Rh", "method": "wB97M-V/def2-TZVPD", "elements": ["O", "C", "C", "H", "H", "C", "H", "H", "C", "H", "H", "H", "C", "H", "H", "H", "Rh", "C", "C", "C", "H", "C", "C", "H", "H", "H", "H", "C", "C", "C", "H", "C", "C", "H", "H", "H", "H", "O", "C", "C", "H", "H", "C", "H", "H", "C", "H", "H", "H", "H", "O", "C", "O", "C", "C", "C", "C", "C", "C", "H", "H", "H", "H", "H"], "xyz": [[0.7484, -0.7707, -2.4970], [1.0905, 0.4962, -3.1574], [0.6815, 0.1110, -4.5671], [2.1559, 0.7562, -3.0939], [0.4179, 1.2816, -2.8211], [0.5312, -1.2533, -3.8599], [1.4772, 0.2214, -5.3276], [-0.2513, 0.5820, -4.9027], [1.7416, -2.0536, -4.2672], [2.6328, -1.4314, -4.0732], [1.7466, -2.2530, -5.3427], [1.7513, -3.0043, -3.7259], [-0.8169, -1.9326, -3.9697], [-1.6413, -1.2873, -3.6215], [-0.7777, -2.8695, -3.3932], [-1.0378, -2.1720, -5.0162], [1.3912, -1.5402, -0.1479], [-2.3591, -0.4749, 2.7002], [-2.1476, 0.9137, 2.7891], [-3.0147, 1.5123, 1.8055], [-1.4161, 1.4144, 3.4377], [-3.7485, 0.5020, 1.1242], [-3.3101, -0.7435, 1.6556], [-3.5407, -1.7299, 1.2552], [-1.9588, -1.2327, 3.3682], [-3.0239, 2.5384, 1.4842], [-4.4226, 0.6346, 0.2551], [1.3650, -2.6228, 1.5746], [0.3335, -3.0546, 0.6946], [0.9663, -3.4839, -0.5328], [-0.7338, -3.1229, 0.9853], [2.4097, -3.2584, -0.4364], [2.6401, -2.7220, 0.9124], [3.6172, -2.4619, 1.3020], [1.2833, -2.3407, 2.6291], [0.4233, -3.9891, -1.3354], [3.1999, -3.5750, -1.1682], [-1.0283, 0.3293, -1.0648], [-2.3103, 0.4390, -1.6695], [-2.7496, 1.8999, -1.6012], [-3.0009, -0.2845, -1.1963], [-2.2016, 0.1453, -2.7096], [-1.4392, 2.5990, -1.2566], [-3.4333, 2.0448, -0.7399], [-3.2016, 2.1800, -2.5773], [-0.7980, 1.5476, -0.3338], [-1.6332, 3.5911, -0.8304], [-0.8858, 2.6625, -2.2331], [-1.2422, 1.5183, 0.6858], [0.2661, 1.7629, -0.1913], [0.3193, -0.2652, 1.8702], [1.3644, 0.4820, 1.9351], [2.2295, 0.4550, 0.9909], [1.5663, 1.3359, 3.1887], [2.5638, 2.3327, 3.1811], [2.9425, 2.9661, 4.3827], [2.2496, 2.6629, 5.5749], [1.2095, 1.7006, 5.5771], [0.8196, 1.0940, 4.3661], [3.0577, 2.5777, 2.2338], [3.7854, 3.6816, 4.3889], [2.4988, 3.1507, 6.5306], [0.6854, 1.4019, 6.4999], [-0.0374, 0.4050, 4.2819]], "forces_ev_per_angstrom": [[0.75, 1.18, -1.89], [0.03, 1.55, 0.65], [-0.18, -0.15, 0.57], [-0.34, -0.05, 0.47], [0.54, 0.07, 0.66], [-0.24, -0.99, -1.27], [-0.56, -0.37, 0.37], [0.26, -0.18, 0.10], [0.10, -0.52, -0.10], [-0.23, -0.54, 0.17], [-0.19, -0.10, 0.07], [0.38, 0.10, 0.01], [0.05, -0.31, -0.14], [0.60, -0.43, -0.01], [-0.29, 0.27, -0.09], [0.17, -0.09, 0.09], [-2.44, 10.33, -4.05], [0.53, 1.99, 1.14], [-0.43, -1.62, 0.23], [-0.11, -0.62, 0.02], [-0.81, -0.17, -0.54], [0.06, -1.92, 0.19], [-1.08, 1.68, -1.48], [-0.14, 0.28, 0.24], [0.20, 0.20, -0.30], [-0.06, 0.35, 0.31], [0.53, -0.11, 0.99], [1.79, -2.69, 2.71], [-0.91, -2.01, 0.98], [-0.08, -2.10, -0.33], [0.92, 0.12, -0.53], [0.65, -2.25, 0.85], [0.72, -2.50, 0.64], [-0.27, -0.01, 0.09], [-0.21, 0.09, -0.74], [0.33, 0.38, 0.17], [-1.00, 0.64, 0.84], [0.02, 0.76, 1.16], [-0.25, -0.62, -0.08], [-0.60, -0.21, 0.24], [0.19, 0.46, -0.19], [0.02, 0.00, -0.16], [-0.23, -0.14, -0.75], [0.08, 0.05, -0.93], [0.11, 0.16, 0.84], [0.05, 0.76, -0.29], [0.41, -0.21, -0.07], [-0.03, 0.33, 1.12], [0.26, -0.05, -0.89], [0.02, -0.58, -0.25], [1.72, 0.97, -0.02], [-0.74, -1.06, -1.11], [-0.69, 0.60, 1.11], [0.17, 0.42, -0.15], [0.10, -0.30, 0.59], [-0.54, -0.09, 0.03], [-0.18, -0.58, -0.07], [-0.08, 0.24, -0.73], [0.72, -0.12, -0.23], [-0.08, -0.29, 0.46], [-0.71, -0.39, 0.00], [0.06, -0.26, -0.62], [0.33, 0.46, -0.49], [0.84, 0.18, 0.36]], "mulliken_charge": [0.368, 0.122, -0.781, 0.373, -0.664, 1.233, 0.308, 0.291, -1.607, 0.356, 0.408, 0.265, -1.213, 0.228, 0.144, 0.403, 0.580, -0.117, -0.578, -0.723, 0.660, -0.521, -0.841, 0.420, 0.527, 0.488, 0.800, -0.497, 0.018, -0.716, 0.315, -0.395, -0.675, 0.407, 0.396, 0.499, 0.374, -0.275, -0.088, -0.583, 0.266, -0.069, -0.574, 0.155, 0.431, 0.843, 0.449, 0.196, -0.972, 0.214, -0.334, 0.514, -0.821, 0.173, -0.254, -0.660, -0.284, -0.880, -0.120, 0.394, 0.366, 0.345, 0.360, 0.556], "homo_ev": [-6.5, -7.6], "de_lowest_kcal_mol": 27.6, "homo_lumo_gap_ev": [7.179, 6.251], "max_force_ev_per_a": 11.357, "multiplicity": 5}